1.
{
  "formula": "C14H23NO4S",
  "method": "ωB97M-V with the def2-TZVPD basis set",
  "symbols": ["H", "C", "C", "C", "H", "H", "H", "H", "O", "H", "O", "N", "O", "C", "H", "C", "O", "C", "H", "C", "H", "H", "C", "C", "H", "C", "H", "H", "H", "H", "H", "H", "H", "C", "H", "H", "H", "C", "C", "S", "C", "H", "H"],
  "xyz": [[-3.033651, 2.547469, 0.748253], [1.166063, -1.949607, -1.297253], [-1.224333, -2.077065, -0.891206], [1.331165, -1.197112, -0.112562], [0.273101, -0.374281, 1.581801], [2.418747, 3.724484, 0.666026], [-3.981936, 0.511866, 0.373816], [2.148821, 0.955679, 1.311933], [-3.493311, -1.833329, 1.147516], [2.450870, -0.517502, 2.277281], [2.582421, -0.752937, 0.216423], [-2.976559, 0.483042, 0.390599], [2.131701, -2.319230, -2.174288], [-2.307804, 1.734213, 0.693496], [2.917862, 4.570913, -2.227561], [2.066419, 4.091825, -0.301076], [-1.982579, -0.469691, 2.550502], [0.208499, -0.925122, 0.658995], [3.793549, 0.278946, 1.419041], [3.501702, -2.092789, -1.918307], [3.740344, -1.027936, -1.901681], [-0.644150, 3.998992, 0.318022], [-0.114101, -2.375083, -1.656671], [3.244016, 4.188008, -1.263217], [0.190809, 2.666851, 1.109889], [2.733329, 0.033381, 1.375730], [-0.755778, 1.103267, -0.638635], [4.024058, -2.569237, -2.747659], [0.606073, 3.544603, -1.782887], [-1.835228, 1.633638, 1.677577], [1.406396, 2.174355, -1.019770], [3.817436, -2.549632, -0.978833], [-1.717664, 2.437241, -1.260980], [0.976747, 3.161445, -0.829845], [1.645050, 5.086550, -0.140819], [-0.201588, -2.945383, -2.567453], [3.690382, 3.208075, -1.418491], [-1.240954, 2.040669, -0.363302], [-1.044545, -1.355634, 0.267784], [-2.446791, -0.860062, 1.245203], [-0.188235, 3.021360, 0.147672], [-2.212797, -2.401557, -1.168187], [4.007484, 4.854800, -0.869610]],
  "forces_ev_per_angstrom": [[-0.05, -0.12, 0.06], [-0.11, 0.00, 0.03], [0.00, -0.06, -0.03], [-0.03, 0.02, -0.05], [0.16, 0.11, 0.12], [-0.04, 0.04, 0.09], [-0.23, -0.17, 0.08], [-0.02, 0.01, 0.01], [-0.02, -0.04, -0.31], [-0.01, 0.02, -0.02], [-0.18, -0.23, -0.29], [-0.03, -0.81, 0.39], [-0.40, 0.07, 0.08], [0.65, 0.28, -0.15], [0.02, 0.03, -0.13], [0.01, -0.18, -0.34], [0.24, 0.00, -0.28], [0.18, -0.02, 0.10], [-0.09, 0.02, 0.06], [0.53, 0.02, -0.03], [-0.01, -0.11, -0.01], [0.01, 0.09, 0.10], [0.12, 0.13, 0.15], [-0.12, 0.08, 0.23], [0.02, 0.02, 0.11], [0.07, 0.09, 0.14], [0.00, 0.04, -0.07], [-0.02, 0.03, 0.07], [0.00, -0.04, -0.11], [-0.08, 0.26, -0.07], [0.01, -0.09, -0.07], [-0.02, 0.03, -0.07], [-0.01, -0.05, -0.10], [-0.03, 0.28, 0.47], [-0.02, 0.02, 0.10], [-0.01, -0.07, -0.10], [0.09, -0.10, -0.06], [0.00, 0.23, 0.37], [-0.33, 0.12, 0.44], [-0.23, 0.31, -0.27], [-0.04, -0.25, -0.45], [-0.12, -0.09, -0.13], [0.14, 0.05, -0.05]],
  "lowdin_charge": [0.13, -0.19, -0.05, -0.18, 0.11, 0.10, 0.10, 0.08, -0.29, 0.10, -0.11, -0.13, -0.06, -0.24, 0.07, -0.28, -0.30, -0.01, 0.10, -0.07, 0.09, 0.12, 0.02, -0.12, 0.11, -0.06, 0.09, 0.10, 0.12, 0.10, 0.11, 0.10, 0.12, -0.23, 0.11, 0.12, 0.07, -0.19, -0.29, 0.66, -0.22, 0.12, 0.07],
  "relative_energy_ev": 0.282,
  "e_homo_ev": -8.54,
  "homo_lumo_gap_ev": 9.2,
  "e_lumo_ev": 0.68
}

2.
{
  "formula": "C17H34BN9O2Y",
  "method": "ωB97M-V with the def2-TZVPD basis set",
  "symbols": ["N", "O", "N", "N", "H", "N", "H", "C", "C", "H", "H", "O", "H", "H", "C", "H", "C", "H", "H", "H", "B", "C", "Y", "H", "C", "H", "H", "H", "H", "H", "H", "H", "C", "H", "C", "C", "H", "C", "H", "C", "C", "H", "H", "N", "H", "N", "C", "C", "H", "C", "H", "H", "H", "N", "C", "H", "H", "N", "H", "N", "H", "C", "H", "H"],
  "xyz": [[9.115850, 7.030000, 11.768250], [10.046650, 11.888100, 13.437250], [9.837050, 13.699600, 10.822850], [12.274550, 9.753800, 11.018350], [6.293150, 6.372500, 13.110550], [10.800150, 10.639200, 8.131150], [4.969950, 6.996100, 11.206850], [12.042050, 10.828600, 13.038350], [12.695950, 11.442400, 14.225450], [6.824450, 9.115300, 9.280750], [10.802750, 8.028500, 12.547850], [12.726150, 8.930200, 10.120950], [5.795750, 7.229900, 9.666750], [11.778950, 12.919900, 11.126350], [6.276350, 13.474500, 11.219750], [9.136650, 11.772200, 13.129250], [7.017050, 6.254100, 12.302550], [14.078350, 8.915700, 13.587650], [13.618350, 11.930500, 13.912850], [9.949550, 11.296600, 5.047450], [10.579050, 10.375300, 5.464850], [8.133850, 14.958200, 11.729350], [10.481350, 10.151300, 10.127550], [12.962550, 10.666600, 14.942550], [7.518250, 10.946600, 10.178750], [8.270750, 9.779300, 8.525150], [11.662150, 10.308900, 4.980850], [11.103050, 12.738900, 9.462150], [8.556650, 6.738400, 13.775350], [10.919350, 7.470800, 10.827450], [12.045250, 12.167400, 14.705450], [5.980550, 13.727400, 10.197250], [8.728550, 12.916600, 10.807450], [5.796550, 14.180400, 11.895250], [8.233150, 7.814000, 11.088350], [10.535750, 7.237200, 11.829650], [14.402050, 8.604200, 11.866550], [8.457450, 6.250700, 12.795850], [5.910250, 12.485400, 11.474550], [11.156050, 13.384800, 10.347750], [5.728550, 7.587000, 10.697250], [10.101050, 15.750600, 11.185950], [14.909850, 10.123500, 12.607650], [8.671950, 8.772200, 10.315550], [7.726050, 15.656300, 10.988950], [6.967650, 7.413900, 11.419150], [7.778050, 9.596000, 9.492250], [12.825250, 9.955500, 12.182850], [5.404050, 8.627100, 10.713850], [10.731150, 10.541700, 6.963150], [6.781350, 5.338200, 11.748150], [11.007350, 6.307200, 12.149550], [6.816550, 11.501600, 9.548350], [7.704950, 13.597400, 11.425050], [9.650450, 14.872700, 11.649650], [10.103450, 14.723100, 12.637250], [9.977850, 9.344400, 5.351450], [8.763250, 11.693600, 10.350550], [8.889250, 5.250200, 12.858950], [10.814550, 11.001400, 12.660750], [7.062950, 10.743300, 11.158850], [14.130450, 9.363000, 12.597650], [11.636750, 14.318400, 10.046550], [7.771050, 15.246300, 12.716250]],
  "forces_ev_per_angstrom": [[-0.21, -0.11, -0.06], [0.60, -0.12, 0.05], [-0.28, 0.22, -0.06], [4.12, -0.71, 2.57], [0.05, -0.07, -0.06], [0.34, 0.58, -3.23], [0.01, 0.06, -0.02], [-1.08, 0.65, 0.29], [-0.28, 0.21, 0.08], [0.19, 0.11, -0.12], [0.02, -0.10, -0.15], [-0.90, 0.39, -0.06], [-0.05, 0.02, 0.01], [-0.07, 0.06, -0.12], [-0.30, -0.25, -0.10], [0.23, -0.12, -0.14], [0.07, -0.27, 0.17], [0.00, -0.03, 0.08], [0.06, 0.01, 0.02], [-0.21, 0.33, -0.03], [-0.10, -0.15, -0.46], [0.09, 0.25, 0.01], [-2.24, -0.35, 0.65], [0.02, -0.02, 0.05], [-0.32, -0.15, -0.16], [-0.17, -0.07, 0.11], [0.39, -0.03, -0.10], [0.01, 0.17, 0.06], [-0.02, -0.05, -0.07], [0.06, -0.10, 0.29], [0.02, -0.04, 0.04], [0.00, 0.00, 0.03], [0.22, 0.09, 0.13], [-0.01, -0.02, -0.02], [0.16, -0.42, 0.31], [0.02, 0.26, -0.21], [0.06, -0.01, 0.04], [-0.08, 0.00, 0.14], [-0.03, 0.05, -0.05], [0.10, -0.39, -0.03], [-0.15, 0.27, -0.26], [-0.02, -0.03, 0.02], [0.11, 0.04, 0.03], [-0.41, -0.26, -0.13], [0.04, -0.03, 0.01], [0.30, 0.09, 0.19], [-0.09, 0.30, 0.20], [0.34, -0.36, -0.90], [-0.08, -0.04, -0.07], [0.10, 0.23, 1.25], [0.01, 0.08, 0.00], [0.01, 0.09, -0.05], [-0.04, -0.07, 0.13], [0.33, -0.05, 0.14], [-0.04, 0.13, 0.22], [-0.02, 0.00, -0.05], [-0.17, -0.29, -0.04], [-0.33, 0.28, -0.04], [-0.07, 0.08, 0.01], [-0.07, -0.11, 0.03], [-0.11, -0.02, -0.16], [-0.20, -0.08, -0.27], [0.01, -0.17, -0.06], [0.05, 0.04, -0.06]],
  "lowdin_charge": [-0.10, -0.03, -0.10, -0.33, 0.13, -0.03, 0.10, -0.29, 0.01, 0.10, 0.09, -0.15, 0.11, 0.09, -0.04, 0.09, -0.11, 0.09, 0.10, 0.02, -0.39, -0.11, 1.45, 0.10, -0.21, 0.11, 0.02, 0.06, 0.13, 0.07, 0.08, 0.11, -0.35, 0.10, -0.32, -0.03, 0.08, -0.11, 0.08, -0.03, -0.03, 0.13, 0.10, -0.04, 0.14, -0.08, -0.21, -0.29, 0.09, -0.16, 0.14, 0.11, 0.12, -0.08, -0.11, 0.13, 0.02, -0.04, 0.13, -0.02, 0.12, 0.00, 0.11, 0.13],
  "e_homo_ev": -11.25,
  "homo_lumo_gap_ev": 8.3,
  "e_lumo_ev": -3.00,
  "charge": 1
}

3.
{
  "formula": "C14H6N2S6",
  "method": "ωB97M-V with the def2-TZVPD basis set",
  "symbols": ["S", "C", "C", "C", "H", "S", "C", "C", "C", "H", "H", "C", "H", "N", "C", "S", "H", "S", "N", "H", "S", "C", "S", "C", "C", "C", "C", "C"],
  "xyz": [[-3.192408, 2.670786, -1.564495], [0.944829, -3.290451, 1.121800], [0.161984, 1.534087, 0.069612], [-0.007533, 0.128294, -0.248374], [-1.820327, 5.982523, 0.575789], [-1.279330, 0.771442, -2.681848], [-0.132769, -2.589363, -0.945306], [-0.172601, -4.001768, -1.417326], [1.373928, 3.518688, 1.548375], [1.452101, -5.427792, 1.293271], [-0.813534, -4.161468, -2.351943], [1.140986, -4.574328, 0.612435], [0.758121, -5.962772, -1.077171], [0.415481, -2.279533, 0.318208], [-0.668875, 2.548179, -0.524723], [2.248234, 4.028542, 2.839728], [0.037501, 5.193484, 1.555258], [1.729912, 2.015719, 0.821959], [-0.713445, -1.681225, -1.759875], [1.371775, -3.094276, 2.056294], [0.559738, -0.662614, 2.299597], [-1.660381, 2.036197, -1.581661], [-1.720813, 5.242909, -0.568803], [-0.571831, 3.948805, 0.006187], [0.619940, -4.927213, -0.739399], [0.266668, 4.284599, 1.008319], [0.305601, -0.954646, 0.721994], [-0.632952, -0.296807, -1.387902]],
  "forces_ev_per_angstrom": [[1.04, -0.78, -0.59], [0.63, -2.81, -2.37], [-0.01, 2.79, -1.67], [-0.28, -1.46, 0.39], [0.48, -0.49, -0.43], [0.76, -1.24, 1.13], [-1.26, -0.03, -1.08], [1.01, 0.27, 0.42], [-1.00, 0.72, 0.22], [-0.01, 1.51, -1.00], [1.41, 0.11, 1.47], [-1.33, 0.52, -0.39], [-0.24, 0.57, 0.03], [-0.70, -0.84, -2.45], [1.38, -2.16, 0.51], [0.24, 0.05, -0.18], [0.46, 0.14, -0.22], [-1.08, -1.18, -0.19], [1.02, 1.31, 1.90], [-0.05, 0.89, 1.12], [-0.03, 0.59, 0.93], [-1.65, 2.68, 2.31], [0.27, -0.34, 0.40], [-1.02, -0.60, -0.59], [-1.12, 1.13, 0.78], [0.17, -0.14, 0.55], [0.52, 1.53, 0.94], [0.40, -2.72, -1.94]],
  "lowdin_charge": [0.68, -0.07, -0.38, -0.26, -0.10, 1.01, -0.22, 0.01, -1.14, 0.13, 0.14, -0.03, 0.10, -0.01, -0.25, 0.64, 0.09, 0.99, 0.08, 0.06, 0.77, -1.05, 0.74, -0.51, -0.05, -0.24, -0.68, -0.44],
  "relative_energy_ev": 1.025,
  "e_homo_ev": -7.92,
  "homo_lumo_gap_ev": 6.3,
  "e_lumo_ev": -1.65
}